Record 1
The following is a quantum chemistry calculation of a cluster of 2 separate species, C2HCl3OS in total, from the OMol25 dataset.

Calculated values
frontier orbital gap: 0.344 Eh
SMILES string: ClC#CCl.OSCl
relative energy (zero: lowest compared OMol25 entry of this formula, charge and spin): 2.652 eV
energy: -1930.68738 Eh

Structure (ORCA input):
```
! wB97M-V def2-TZVPD RIJCOSX def2/J DEFGRID3
* xyz 0 1
C -1.01390 -1.43188 -0.76590
C -1.94198 -1.23546 -0.00898
O 1.78174 1.04065 1.36103
S 2.20201 1.14979 -0.22735
Cl 0.37180 -2.02331 -1.47521
Cl -3.36018 -0.75077 0.70241
Cl 0.38268 1.23382 -1.07549
H 1.57783 2.01716 1.48949
*
```

Record 2
The following is a quantum chemistry calculation of an isolated molecule of C2HCl3S, from the OMol25 dataset.

Calculated values
frontier orbital gap: 0.304 Eh
SMILES string: Cl/C=C(\Cl)SCl
relative energy (zero: lowest compared OMol25 entry of this formula, charge and spin): 0.676 eV
energy: -1855.51031 Eh

Structure (ORCA input):
```
! wB97M-V def2-TZVPD RIJCOSX def2/J DEFGRID3
* xyz 0 1
C -0.15285 0.72258 0.65524
C -0.11351 0.18659 -0.54067
S 0.65154 -1.45305 -0.99060
Cl -1.14014 2.10448 1.01198
Cl 1.31078 -2.85432 0.32607
Cl -0.83712 0.81015 -1.96624
H 0.28129 0.48358 1.50422
*
```

Record 3
The following is a quantum chemistry calculation of an isolated molecule of C2HCl3S, from the OMol25 dataset.

Calculated values
frontier orbital gap: 0.371 Eh
SMILES string: Cl[C@H]1SC1(Cl)Cl
relative energy (zero: lowest compared OMol25 entry of this formula, charge and spin): 0.361 eV
energy: -1855.52191 Eh

Structure (ORCA input):
```
! wB97M-V def2-TZVPD RIJCOSX def2/J DEFGRID3
* xyz 0 1
C 0.20283 -0.81237 -0.39744
C -0.07746 0.68492 0.49203
S 1.60507 0.11801 0.23805
Cl -0.19399 -0.80030 -2.06796
Cl -0.66146 2.01359 -0.44910
Cl -0.81520 0.50365 2.04365
H -0.05979 -1.70750 0.14078
*
```

Record 4
The following is a quantum chemistry calculation of a structure of composition C2HCl3S, from the OMol25 dataset.

Calculated values
frontier orbital gap: 0.293 Eh
relative energy (zero: lowest compared OMol25 entry of this formula, charge and spin): 3.008 eV
energy: -1855.42462 Eh

Structure (ORCA input):
```
! wB97M-V def2-TZVPD RIJCOSX def2/J DEFGRID3
* xyz 0 1
C 1.89722 -0.02174 -0.17432
C -2.26603 0.17427 -0.28600
S 0.44048 -0.76403 -0.39520
Cl 2.20868 1.70706 -0.16787
Cl -2.84410 -1.39523 0.10179
Cl -2.11237 1.05836 1.11393
H 2.67612 -0.75869 -0.19233
*
```

Record 5
The following is a quantum chemistry calculation of a structure of composition C2HCl6P, from the OMol25 dataset.

Calculated values
frontier orbital gap: 0.332 Eh
relative energy (zero: lowest compared OMol25 entry of this formula, charge and spin): 0.000 eV
energy: -3179.28975 Eh

Structure (ORCA input):
```
! wB97M-V def2-TZVPD RIJCOSX def2/J DEFGRID3
* xyz 0 1
C -1.43981 0.24598 -0.19016
C 1.67655 0.17168 0.36277
P -0.02975 -0.73018 -0.94860
Cl -1.21222 1.91572 -0.68646
Cl -2.86965 -0.27204 -1.11325
Cl 2.77682 -1.17359 0.47801
Cl 2.21274 1.49530 -0.62674
Cl 0.91821 0.51764 1.89324
Cl -0.29210 -2.45203 0.00346
H -1.74079 0.28152 0.82774
*
```

Record 6
The following is a quantum chemistry calculation of a cluster of 2 separate species, C2HClF2O in total, from the OMol25 dataset.

Calculated values
frontier orbital gap: 0.345 Eh
relative energy (zero: lowest compared OMol25 entry of this formula, charge and spin): 2.210 eV
energy: -811.87403 Eh

Structure (ORCA input):
```
! wB97M-V def2-TZVPD RIJCOSX def2/J DEFGRID3
* xyz 0 1
C -0.95418 0.64693 -0.51832
C 0.80178 -0.44060 0.37368
O -0.88183 1.11386 -1.55674
F 0.75960 -1.64865 -0.09023
F 1.91072 0.25115 -0.09062
Cl -2.18165 0.45886 0.52922
H 0.54557 -0.38155 1.35302
*
```

> Look up the energy of the fourth one.

-1855.42462 Eh

> Which formula does entry 1 have?

C2HCl3OS

> Which of these has the highest frontier orbital gap?

number 3

Please write out number 3 again, unchanged.
The following is a quantum chemistry calculation of an isolated molecule of C2HCl3S, from the OMol25 dataset.

Calculated values
frontier orbital gap: 0.371 Eh
SMILES string: Cl[C@H]1SC1(Cl)Cl
relative energy (zero: lowest compared OMol25 entry of this formula, charge and spin): 0.361 eV
energy: -1855.52191 Eh

Structure (ORCA input):
```
! wB97M-V def2-TZVPD RIJCOSX def2/J DEFGRID3
* xyz 0 1
C 0.20283 -0.81237 -0.39744
C -0.07746 0.68492 0.49203
S 1.60507 0.11801 0.23805
Cl -0.19399 -0.80030 -2.06796
Cl -0.66146 2.01359 -0.44910
Cl -0.81520 0.50365 2.04365
H -0.05979 -1.70750 0.14078
*
```